Below is one molecule with the formula C5H12O, with properties calculated with wB97M-V/def2-TZVPD.

Properties
ΔE to the lowest compared entry with this formula, charge and spin = 110.5 kcal/mol
Electronic energy = -7422.520 eV
Molecular weight = 88.15 g mol⁻¹
Charge = 0
HOMO level = -6.52 eV
Multiplicity = 1

Each line ends with the Löwdin charge.
Atoms and positions in Å:
O  0.14  -0.68  -0.59  -0.31
C  -0.90  -1.54  -0.07  -0.03
C  1.63  0.36  1.14  -0.15
C  0.01  -0.12  -1.92  -0.06
C  -0.70  1.24  0.78  -0.16
C  0.58  0.78  0.16  -0.29
H  1.31  -0.26  2.00  0.07
H  -0.56  0.81  -1.92  0.09
H  -0.48  2.25  1.13  0.08
H  2.00  1.32  1.54  0.08
H  -1.85  -1.01  0.03  0.09
H  -0.45  -0.87  -2.57  0.09
H  -0.58  -1.89  0.92  0.10
H  -1.09  0.67  1.65  0.07
H  2.47  -0.12  0.64  0.07
H  -1.52  1.35  0.05  0.07
H  1.03  0.13  -2.24  0.10
H  -1.02  -2.41  -0.72  0.10